[1]
This record from OMol25 describes a structure of composition C21H21F24InN3O5. The level of theory is ωB97M-V with the def2-TZVPD basis set.

```
75
Properties=species:S:1:pos:R:3
C 6.9154 4.6244 -0.5972
C 5.9874 4.5290 -1.6775
In 4.8494 4.3417 -3.6782
N 5.2222 2.3420 -4.3663
C 2.6259 4.7624 -3.3581
C 2.0249 3.3890 -2.6167
C 0.4408 3.6382 -2.2637
N -0.3109 2.4996 -1.5848
O -0.0787 4.8285 -2.5890
O 5.5848 5.8519 -4.9314
C 5.0189 7.1405 -4.4158
N 4.3223 8.1665 -3.9831
H 7.9092 4.4937 0.0511
H 4.6992 2.1309 -5.2566
H 6.2560 2.2819 -4.5017
H 2.1618 4.9201 -4.4423
H 2.4069 5.7346 -2.7353
H 2.1269 2.5300 -3.4298
H 2.6779 3.1477 -1.6504
H 0.0804 2.4977 -0.5952
H -0.0250 1.5776 -2.0326
C -1.3529 -2.4644 1.4324
C -2.7985 -2.9779 1.3542
C -3.0643 -3.9729 0.2314
F -2.8466 -3.4369 -0.9905
F -4.3639 -4.3743 0.2445
F -3.6471 -1.9169 1.2865
F -3.0727 -3.5949 2.5469
O -1.1105 -1.1871 0.8366
C -0.8434 -1.2076 -0.5645
C -1.8942 -0.4429 -1.3788
F -3.1321 -0.9781 -1.2209
F -1.6179 -0.4960 -2.7093
F -0.6881 -2.4880 -0.9742
F 0.3735 -0.6171 -0.7149
H -1.1354 -2.3109 2.4964
H -0.6208 -3.2149 1.1111
H -2.4427 -4.8661 0.3370
H -1.9390 0.6065 -1.0774
C 4.2500 -4.9824 -1.3519
C 5.4118 -4.1384 -1.8971
C 6.4719 -3.7678 -0.8673
F 5.9699 -3.0141 0.1364
F 7.4593 -3.0286 -1.4408
F 4.9117 -3.0331 -2.5123
F 6.0137 -4.8715 -2.8864
O 3.0556 -4.2658 -1.0275
C 3.0231 -3.6925 0.2784
C 2.9229 -2.1624 0.2510
F 3.9878 -1.6055 -0.3812
F 2.9101 -1.6490 1.5102
F 4.0825 -4.1389 0.9922
F 1.9201 -4.2145 0.8809
H 3.9480 -5.6556 -2.1634
H 4.5602 -5.6545 -0.5428
H 6.9357 -4.6592 -0.4366
H 2.0160 -1.8362 -0.2639
C -5.8037 0.1982 2.9143
C -5.3363 1.6467 2.7065
C -4.6449 2.2748 3.9103
F -5.4590 2.3506 4.9869
F -4.2629 3.5503 3.6318
F -6.3890 2.4013 2.2909
F -4.4512 1.6390 1.6602
O -7.1853 0.0286 3.2426
C -7.5024 0.1461 4.6285
C -8.4501 1.3155 4.9220
F -7.9027 2.5032 4.5562
F -8.7184 1.4077 6.2520
F -6.3581 0.2011 5.3488
F -8.1017 -1.0275 4.9685
H -5.6933 -0.3052 1.9461
H -5.1474 -0.3641 3.5891
H -3.7477 1.7158 4.1892
H -9.3956 1.2003 4.3865
```

The LUMO energy is 1.509 eV. As for the energy relative to the best compared isomer or geometry (same formula, charge and spin): 7.231 eV. As for the HOMO energy: -5.46 eV. The orbital gap comes out at 6.974 eV. Its total charge is -1.

These are the Mulliken partial charges, in e, on atoms 1 to 8:
1 C -0.530
2 C -0.312
3 In 1.090
4 N -0.697
5 C -0.929
6 C -0.370
7 C 0.174
8 N -0.457



[2]
This record from OMol25 describes a cluster of 2 separate species, C6H15NO in total. The level of theory is ωB97M-V with the def2-TZVPD basis set.

```
23
Properties=species:S:1:pos:R:3
C -2.0929 0.0287 -0.5623
C -0.8004 0.0355 -0.9085
C 0.1129 -1.1137 -0.6563
C 0.9573 -0.7171 0.5687
C 2.2973 -1.4056 0.7676
N -0.1858 1.2477 -1.3520
C 0.9575 1.1931 -2.3264
H -2.8335 0.6816 -0.9719
H -2.3909 -0.7571 0.1414
H -0.4383 -2.0344 -0.5117
H 0.6693 -1.2763 -1.5967
H 0.4190 -0.8326 1.5262
H 1.0345 0.3831 0.6215
H 2.8516 -1.5114 -0.1706
H 2.8919 -0.8697 1.5049
H 2.2359 -2.4195 1.1972
H -0.9855 1.7680 -1.7497
H 0.7752 1.9051 -3.0994
H 1.1699 0.2229 -2.8084
H 1.7323 1.3534 -1.5475
O -3.1093 1.5325 3.8673
H -2.8576 0.6240 3.7023
H -2.4104 1.9618 4.3644
```

The LUMO energy is 0.843 eV. As for the energy relative to the best compared isomer or geometry (same formula, charge and spin): 2.558 eV. As for the HOMO energy: -7.99 eV. The orbital gap comes out at 8.836 eV. Its structure (SMILES) is C=C(CCC)NC.O.

These are the natural (NBO) partial charges, in e, on atoms 1 to 8:
1 C -0.524
2 C 0.217
3 C -0.462
4 C -0.406
5 C -0.608
6 N -0.619
7 C -0.436
8 H 0.199



[3]
This record from OMol25 describes a structure of composition C19H43GaN2O2P3. The level of theory is ωB97M-V with the def2-TZVPD basis set.

```
70
Properties=species:S:1:pos:R:3
Ga 0.3890 0.1062 -0.3913
P 1.8491 -0.3203 1.4143
P -1.6851 -0.9418 1.1410
P -0.2872 2.1735 0.9177
H 2.2977 3.8597 -6.8832
C 2.6353 4.5315 -6.0879
C 3.7216 4.2759 -5.3523
H 4.3279 3.3693 -5.4759
C 2.9415 -1.6620 0.8475
C 1.2476 -0.9434 3.0240
C 3.0211 1.0270 1.7864
C -3.2195 -0.6542 0.1943
C -1.5030 -2.7600 0.9916
C -2.2823 -0.7658 2.8757
C 0.7981 3.5337 0.3643
C -0.3669 2.3679 2.7431
C -1.9476 2.6901 0.3623
H 2.1013 5.4864 -5.9821
H 4.0573 5.0172 -4.6137
H 2.8685 -1.7314 -0.2460
H 2.6165 -2.6136 1.2926
H 3.9771 -1.4443 1.1497
H 0.7287 -1.9001 2.8719
H 0.5626 -0.2394 3.5116
H 2.1172 -1.1097 3.6784
H 3.2350 1.6039 0.8758
H 3.9566 0.5713 2.1416
H 2.6364 1.6909 2.5719
H -4.0479 -1.2064 0.6576
H -3.0822 -1.0030 -0.8343
H -3.4573 0.4149 0.1498
H -2.2242 -3.2517 1.6570
H -0.4893 -3.0715 1.2758
H -1.7032 -3.0774 -0.0391
H -3.3754 -0.6401 2.8903
H -1.8336 0.1063 3.3665
H -2.0022 -1.6612 3.4499
H 0.4942 4.4479 0.8909
H 0.7157 3.6987 -0.7156
H 1.8529 3.3248 0.5793
H -0.1818 3.4214 2.9901
H 0.3984 1.7694 3.2476
H -1.3571 2.0907 3.1234
H -1.9905 3.7877 0.3150
H -2.7227 2.3299 1.0531
H -2.1452 2.2862 -0.6374
C 1.5733 1.7368 -2.5473
C 0.3344 2.0147 -3.1874
C 0.0355 3.3474 -3.4808
C 0.9559 4.3545 -3.1685
C 2.2674 4.0195 -2.7729
C 2.6253 2.6832 -2.6548
O 1.7411 0.7131 -1.7335
H -0.7376 0.3563 -1.4571
H -0.3627 1.1805 -3.3215
H -0.9232 3.5976 -3.9391
H 0.6860 5.4117 -3.3037
H 3.0069 4.8140 -2.6686
H 3.6416 2.3086 -2.4813
C -0.8405 -1.6132 -3.6576
N -0.4066 -2.7927 -2.9359
C 0.5017 -2.7811 -1.9472
N 0.9737 -3.9865 -1.5414
O 0.9166 -1.7467 -1.3309
H -0.5600 -0.7233 -3.0851
H -1.9268 -1.6462 -3.7962
H -0.3623 -1.5679 -4.6449
H -0.6636 -3.7134 -3.2939
H 1.7021 -4.0014 -0.8442
H 0.6984 -4.8331 -2.0090
```

The LUMO energy (alpha / beta) is -13.069 / -11.089 eV. As for the HOMO energy (alpha / beta): -16.19 / -16.12 eV. The orbital gap (alpha / beta) comes out at 3.118 / 5.030 eV. Its total charge is +3.

These are the Mulliken partial charges, in e, on atoms 1 to 8:
1 Ga 1.431
2 P 1.235
3 P 0.843
4 P 0.914
5 H 0.271
6 C -0.527
7 C -0.441
8 H 0.286



[4]
This record from OMol25 describes an isolated molecule of C7H13ClNOP. The level of theory is ωB97M-V with the def2-TZVPD basis set.

```
24
Properties=species:S:1:pos:R:3
C -0.4824 0.0759 2.2310
C 0.6003 0.2194 1.0972
C 1.8335 1.0027 1.4729
P 0.6475 -1.1004 -0.0092
C 1.5394 -1.0502 -1.5573
Cl 0.9357 -3.1650 0.6522
O -0.8180 -1.6004 -0.5565
C -1.7980 -0.7078 -1.0264
C -3.1441 -1.1563 -0.5647
C -3.7121 -0.1003 0.2196
N -4.1048 0.6539 0.9796
H -1.2988 -0.3485 1.7395
H -0.0488 -0.5779 2.9430
H -0.9469 1.0167 2.6212
H 2.4086 0.3888 2.2389
H 1.6688 1.9629 1.9260
H 2.6608 1.2202 0.7488
H 1.4344 -2.0379 -2.0482
H 1.1796 -0.2901 -2.2416
H 2.6655 -1.1337 -1.4732
H -1.4746 0.3303 -0.6988
H -1.6046 -0.7232 -2.1005
H -2.9130 -1.9678 0.1436
H -3.8571 -1.3958 -1.3865
```

The LUMO energy is 0.536 eV. As for the energy relative to the best compared isomer or geometry (same formula, charge and spin): 0.860 eV. As for the HOMO energy: -7.77 eV. The orbital gap comes out at 8.303 eV. Its structure (SMILES) is CC(C)=[P@@](C)(Cl)OCCC#N.

These are the natural (NBO) partial charges, in e, on atoms 1 to 8:
1 C -0.617
2 C -0.616
3 C -0.637
4 P 1.727
5 C -1.029
6 Cl -0.398
7 O -0.817
8 C -0.070



[5]
This record from OMol25 describes a structure of composition C29H31CeClF6N9O8S3. The level of theory is ωB97M-V with the def2-TZVPD basis set.

```
88
Properties=species:S:1:pos:R:3
Ce -0.5141 -15.7184 6.9340
C -0.4532 -15.5460 14.1578
C 0.0353 -16.0905 12.8008
N -0.3921 -15.2550 11.7007
C -0.2390 -15.6000 10.4229
S -0.8010 -14.4414 9.2890
N 0.1525 -16.8319 10.1811
N 0.3015 -17.0975 8.8569
C 0.8713 -18.2018 8.5876
C 1.2455 -19.2073 9.5608
C 1.2334 -18.4393 7.1591
C 1.5421 -19.7515 6.8003
C 1.9947 -20.0060 5.4720
C 2.1943 -18.8678 4.6385
C 1.8310 -17.6035 5.0774
N 1.3376 -17.3887 6.2643
H 0.0172 -16.0933 14.9455
H -1.5333 -15.6002 14.1739
H -0.2730 -14.4699 14.3399
H -0.5070 -17.0547 12.6235
H 1.0682 -16.3865 12.7689
H -0.5766 -14.3008 11.8253
H 1.3620 -18.7811 10.5785
H 2.1879 -19.8083 9.3357
H 0.3979 -19.9420 9.7711
H 1.2928 -20.4994 7.5086
H 2.0533 -21.0335 5.0679
H 2.5790 -18.9913 3.6207
H 1.8748 -16.7566 4.4083
O -2.3054 -17.6463 0.8510
C -1.7156 -16.4125 0.7059
O -1.5320 -15.9548 -0.3664
C -1.1452 -15.7212 1.9262
C -0.6557 -14.4530 1.9096
Cl -0.5986 -13.3387 0.7533
N -0.2502 -14.1716 3.1964
N -0.3782 -15.1895 4.0025
C -0.8961 -16.1398 3.2588
C -1.2310 -17.3913 3.9773
O -1.6730 -18.3496 3.3829
O -0.9874 -17.3136 5.2882
C 0.1000 -12.9533 3.8183
C 1.2695 -13.0223 4.4550
C 1.6995 -10.6686 4.9997
C 0.6899 -10.0182 4.4345
C -0.6164 -10.6129 4.1155
C -0.8198 -11.8937 3.8144
H -2.1185 -18.0215 1.7106
H 1.9987 -13.7390 4.2656
H 2.6574 -10.2367 5.2997
H 0.7996 -8.9469 4.2382
H -1.4534 -9.9613 4.0043
H -1.7949 -12.0956 3.4453
F -4.2605 -11.3332 7.7596
C -3.1161 -12.0526 8.0073
F -2.1224 -11.1385 8.1854
F -3.2574 -12.7461 9.1434
S -2.7144 -12.7517 6.3675
O -1.4392 -13.6195 6.6831
O -3.8130 -13.6978 6.0513
N 1.5740 -12.0267 5.3893
S 1.8148 -12.5867 6.9110
O 1.4482 -13.9458 6.8856
O 1.3855 -11.6514 7.8523
C 3.7582 -12.5962 7.2447
F 4.1112 -11.4037 7.6933
F 4.3959 -12.8287 6.0673
F 3.9765 -13.5495 8.1005
C -3.3006 -16.3647 8.6407
C -4.6605 -17.1280 8.9591
N -5.0007 -18.0179 7.8342
C -4.0286 -19.0483 7.8026
C -2.5887 -18.4488 7.6606
N -2.7123 -16.9444 7.4169
C -3.6473 -16.8533 6.1957
C -5.0082 -17.2539 6.5807
H -2.5514 -16.5075 9.4591
H -3.4856 -15.3010 8.4900
H -5.4551 -16.4033 9.0648
H -4.5664 -17.6775 9.8972
H -4.2162 -19.6957 6.9021
H -4.0950 -19.6656 8.6665
H -2.0122 -18.8290 6.8283
H -1.9452 -18.6299 8.5056
H -3.2534 -17.6115 5.4670
H -3.5636 -15.8443 5.7533
H -5.3794 -17.8134 5.7349
H -5.5968 -16.3651 6.7481
```

The LUMO energy (alpha / beta) is -5.051 / -5.048 eV. As for the energy relative to the best compared isomer or geometry (same formula, charge and spin): 2.578 eV. As for the HOMO energy (alpha / beta): -10.86 / -10.86 eV. The orbital gap (alpha / beta) comes out at 5.806 / 5.809 eV. Its total charge is +1.

These are the Mulliken partial charges, in e, on atoms 1 to 8:
1 Ce 0.229
2 C -1.327
3 C -0.299
4 N -0.022
5 C 0.401
6 S -0.342
7 N -1.277
8 N 1.263



Calculated F_max, 11.40 2.89 2.36 3.39 4.06 eV/A (same order as the records).
Calculated E_tot, -3939.95012 -367.53731 -3957.56124 -1206.00325 -4947.26473 Eh (same order as the records).